P) ORCA calculation (ωB97M-V/def2-TZVPD) on a cluster of 11 separate species, C22H66O22 in total.

```
! RIJCOSX wB97M-V def2-TZVPD def2/J DEFGRID3
* xyz 0 1
O -4.050 -5.412 -3.774
H -2.915 0.746 7.777
O -4.684 -7.900 -6.244
H 2.127 0.591 -8.023
H 2.628 -1.547 -6.431
H -2.142 2.369 -6.439
H 8.999 -1.809 -2.008
H -5.189 2.902 -9.086
H -4.215 3.798 1.092
H -5.518 -8.347 -6.402
C 6.933 -2.139 -1.594
C 8.096 -1.199 -1.993
O -4.337 2.930 -9.527
C -3.972 0.191 9.593
H 3.567 -0.154 -5.971
H -6.865 -2.513 4.652
H 0.529 0.041 -1.059
O -1.759 -0.582 8.890
O 0.124 0.366 2.057
H 4.255 2.518 3.350
C -3.411 3.313 -8.567
H 1.373 -1.064 0.797
C 4.385 4.216 -2.787
H -4.447 5.541 1.347
H -0.541 -1.508 2.238
H -4.780 2.318 -7.097
H -7.039 0.484 5.358
O -2.615 4.793 2.023
C -3.741 2.324 -7.426
H -3.750 4.280 -8.198
C -7.352 -2.051 3.793
H -2.984 5.242 2.787
H -5.807 -6.554 -5.195
H -3.485 -4.644 -3.658
H -6.892 -2.362 2.855
C -4.860 -7.079 -5.071
H 0.360 -2.392 0.312
H -3.456 1.315 -7.726
H 3.362 4.588 -2.742
C -3.730 4.773 1.056
H -4.484 -0.709 9.252
H 1.525 -7.249 4.702
H -3.704 -0.167 10.587
H 5.760 2.880 5.122
H -5.045 -7.709 -4.201
H 5.403 6.022 -3.113
H -0.441 1.132 2.177
H 1.932 -5.609 5.214
H -5.532 1.122 10.305
O 7.597 4.154 4.016
C 6.374 4.800 4.174
H -1.559 -0.693 1.216
O -4.725 1.284 9.811
H -1.621 -5.562 6.587
H -2.702 4.304 -0.628
H -8.796 -3.410 3.425
O 4.352 0.475 -8.486
C -0.221 -6.142 5.365
O 0.173 -0.838 -0.908
O 8.207 0.050 -1.268
H 6.148 5.296 3.231
H -2.748 -6.590 -4.865
H 4.664 -1.532 -7.757
H -1.920 -1.154 8.136
H -7.784 0.029 3.136
H -2.356 3.413 -8.825
C -0.495 -0.764 1.443
C -7.232 -0.512 3.904
H -2.109 1.308 9.230
C 3.847 -0.847 -7.983
O -3.047 2.628 -6.248
O 4.990 3.125 3.232
C 2.959 -0.567 -6.775
O -0.804 -5.202 6.232
C 0.412 -1.304 0.340
H -3.819 5.582 -1.081
H 7.389 0.113 -0.768
H 4.520 4.138 4.916
C 1.288 -6.464 5.421
C 5.374 3.646 4.450
H 7.899 -0.822 -2.996
H 6.879 -2.176 -0.506
H 7.771 4.009 3.083
O -7.649 -0.241 5.203
H 6.356 4.776 -2.186
C -2.670 0.476 8.805
H 6.203 5.522 4.972
H 4.450 4.009 -3.855
H 6.433 -4.013 -1.734
H 3.299 -1.287 -8.817
O 1.523 -6.986 6.758
H -1.282 5.869 0.165
O 4.867 5.844 -1.086
O -2.083 6.236 -0.217
C 5.399 5.282 -2.313
H -0.769 -7.080 5.454
H -6.164 -0.333 3.786
H -0.393 -5.729 4.371
C -3.728 -6.117 -4.916
O 7.056 -3.435 -2.181
H 4.963 0.276 -9.199
H 4.413 3.594 -1.008
O 4.374 3.179 -1.873
H -3.730 -5.531 -5.835
H 1.536 -6.199 7.307
H 5.174 6.752 -1.135
C -3.147 5.241 -0.293
O -8.750 -2.507 3.747
H 5.991 -1.784 -2.012
O 1.805 0.313 -7.162
*
```

Summary:
SMILES: OCCO.OCCO.OCCO.OCCO.OCCO.OCCO.OCCO.OCCO.OCCO.OCCO.OCCO
Gap between HOMO and LUMO (hartree): 0.35308

=====

Q) ORCA calculation (ωB97M-V/def2-TZVPD) on a structure of composition C22H66O22.

```
! RIJCOSX wB97M-V def2-TZVPD def2/J DEFGRID3
* xyz 0 1
C -2.329 -3.448 -7.891
C 2.607 -11.860 -0.109
H 1.997 -9.098 -7.174
H -3.565 -6.334 -1.319
H 1.803 -9.186 -0.675
C -1.317 -10.067 -2.831
O -0.965 -3.534 -2.230
H 1.949 -4.892 -6.714
O 1.583 -8.882 0.235
H -3.669 -4.277 -2.839
O -4.959 -4.035 -4.429
C 1.994 -8.047 -7.488
H 0.259 -4.270 -0.722
H -0.118 -4.626 -5.007
H -4.864 -4.047 -5.386
H 3.355 -11.398 -5.642
C 0.784 -6.080 -3.756
O 3.453 -7.433 -1.611
H 3.129 -13.324 1.024
H -0.449 -9.409 -2.717
O 0.544 -1.074 -1.606
H 0.852 -10.125 -5.197
O 1.030 -4.453 -8.445
H 1.276 -8.139 -9.459
O -3.717 -10.127 -2.608
H -2.976 -3.867 -4.373
C 2.415 -11.619 -1.581
O -3.738 -3.875 -0.194
H -1.560 -5.183 -1.319
H 2.894 -3.844 -7.701
H 2.844 -5.785 -0.427
H 0.256 -4.755 -7.938
O -1.010 -11.309 -2.231
H 1.621 -12.347 -1.807
H 4.123 -10.344 -6.844
H -1.221 -6.238 -5.940
C 0.454 -5.551 -5.161
H 1.715 -2.226 -0.520
H -2.490 -4.963 -6.680
H 3.378 -8.849 -4.996
H -3.006 -7.105 0.178
O -1.744 -4.472 -7.060
H -2.668 -4.825 1.322
H -0.481 -3.336 -6.547
H 2.174 -8.699 -6.303
H 1.944 -10.183 -2.925
H 3.119 -7.127 -2.474
C -2.955 -6.188 -0.419
H 3.007 -8.611 -9.357
H 2.069 -2.220 -6.027
O -4.578 -4.115 -7.337
O -3.122 -6.163 -5.595
H 1.608 -7.740 -4.253
C 2.636 -9.381 -5.585
H -4.457 -9.518 -2.572
C -0.168 -3.327 -1.066
H 1.612 -2.716 -2.211
O -0.295 -6.494 -5.905
H 0.806 -7.273 -6.166
H -4.696 -3.849 -0.230
H 1.164 -1.915 -7.446
C 1.381 -2.709 -6.720
H -0.866 -2.755 -2.792
C -3.744 -4.498 -3.903
H 1.660 -11.781 0.432
C -3.426 -5.924 -4.206
H 1.948 -7.315 1.394
C 2.431 -7.802 0.536
C 3.183 -10.581 -6.348
O 2.351 -11.083 -7.403
H 1.971 -6.010 -9.061
H -1.640 -3.282 -8.721
H 3.351 -11.863 -2.095
O 0.158 -2.865 -5.974
C 2.236 -7.955 -8.966
H 1.640 -6.742 -1.127
H -2.687 -8.411 -2.438
H -5.481 -4.203 -7.657
H -4.308 -5.431 1.012
O 3.221 -13.128 0.089
H 3.369 -8.092 1.029
H 1.051 -5.233 -3.122
H -0.727 -11.196 -1.319
O 2.007 -10.339 -1.974
H -0.059 -6.634 -3.332
H -2.451 -2.531 -7.304
H -1.529 -10.256 -3.882
H -4.318 -6.526 -4.002
C -3.725 -3.850 -8.426
C 2.610 -6.839 -0.615
H -2.457 -9.427 -1.052
H 2.807 -7.588 -6.916
H -3.733 -6.817 -5.940
O 1.592 -9.803 -4.672
O -1.617 -6.007 -0.812
C 1.868 -4.017 -7.366
O 1.935 -6.922 -3.848
H 1.355 -5.110 -5.590
H 3.282 -11.081 0.270
C -3.394 -5.046 0.541
O 2.680 -6.635 -9.328
C 1.018 -2.412 -1.344
H -4.077 -3.055 -9.085
H -3.470 -4.712 -9.052
H 1.470 -11.207 -7.029
H -0.796 -2.863 -0.303
O 0.787 -7.389 -7.133
H 0.671 -0.535 -0.827
H -2.599 -6.309 -3.605
C -2.542 -9.458 -2.142
*
```

Summary:
Gap between HOMO and LUMO (hartree): 0.31132

=====

Stability check: which of them is least stable? Q).